{"formula": "C4H7NO2", "method": "wB97M-V/def2-TZVPD", "symbols": ["H", "N", "C", "C", "O", "C", "C", "O", "H", "H", "H", "H", "H", "H"], "positions_angstrom": [[-1.0697, -0.4872, -2.8686], [-0.9226, 0.4440, -2.4789], [-0.6123, 0.3729, -1.2608], [-0.3281, 1.5426, -0.3506], [0.1036, 0.9565, 0.8594], [-0.1485, -0.4286, 0.8203], [1.0805, -1.1885, 1.2567], [-0.4700, -0.7617, -0.5301], [0.4647, 2.1758, -0.7592], [-1.2283, 2.1536, -0.2103], [-1.0266, -0.6737, 1.4357], [0.9044, -2.2666, 1.2072], [1.3407, -0.9139, 2.2825], [1.9122, -0.9251, 0.5967]], "atomic_forces_ev_per_a": [[0.00, 0.08, 0.00], [0.08, -0.15, 0.32], [-0.07, 0.19, -0.26], [-0.07, 0.14, -0.19], [0.07, 0.02, 0.04], [0.08, -0.23, 0.22], [0.02, -0.02, 0.02], [0.01, 0.06, -0.11], [-0.12, -0.10, 0.03], [0.08, -0.12, 0.00], [0.10, 0.06, -0.07], [0.00, 0.15, 0.01], [-0.06, -0.03, -0.12], [-0.10, -0.05, 0.09]], "smiles": "[H]/N=C1/CO[C@H](C)O1", "homo_lumo_gap_ev": 11.15, "lumo_energy_ha": 0.0337, "max_force_ha_per_bohr": 0.0070, "e_above_lowest_kj_mol": 109.6, "molar_mass_g_mol": 101.10, "total_energy_ha": -361.83912}

{"formula": "C4H7NO2", "method": "wB97M-V/def2-TZVPD", "symbols": ["O", "C", "C", "N", "C", "C", "O", "H", "H", "H", "H", "H", "H", "H"], "positions_angstrom": [[0.5188, 1.7846, 1.0325], [0.4295, 0.6899, 0.1342], [-0.2568, -0.4675, 0.8549], [-0.6563, -1.5046, -0.1034], [0.1063, -2.3394, -0.7678], [-0.3753, 1.1591, -1.0810], [-1.5522, 0.9412, -1.2351], [1.3805, 2.2044, 0.9451], [1.4343, 0.3877, -0.2011], [-1.1473, -0.0941, 1.3675], [0.4291, -0.8894, 1.5970], [-1.6338, -1.4557, -0.3731], [1.1319, -2.1819, -0.3545], [0.1913, 1.7659, -1.8153]], "atomic_forces_ev_per_a": [[0.16, 0.13, 0.02], [-0.06, -0.24, -0.09], [0.06, 0.01, 0.05], [0.11, -0.28, -0.41], [-0.04, 0.30, 0.54], [-0.47, 0.01, -0.08], [0.61, 0.10, 0.14], [-0.09, 0.00, 0.03], [-0.25, -0.05, -0.02], [0.13, 0.00, -0.06], [-0.16, 0.04, -0.14], [0.13, 0.01, 0.04], [-0.07, -0.07, -0.09], [-0.06, 0.05, 0.07]], "homo_lumo_gap_ev": 8.68, "lumo_energy_ha": 0.0102, "max_force_ha_per_bohr": 0.0123, "e_above_lowest_kj_mol": 365.9, "molar_mass_g_mol": 101.10, "total_energy_ha": -361.74148}

Copy entry 1 word for word.
{"formula": "C4H7NO2", "method": "wB97M-V/def2-TZVPD", "symbols": ["H", "N", "C", "C", "O", "C", "C", "O", "H", "H", "H", "H", "H", "H"], "positions_angstrom": [[-1.0697, -0.4872, -2.8686], [-0.9226, 0.4440, -2.4789], [-0.6123, 0.3729, -1.2608], [-0.3281, 1.5426, -0.3506], [0.1036, 0.9565, 0.8594], [-0.1485, -0.4286, 0.8203], [1.0805, -1.1885, 1.2567], [-0.4700, -0.7617, -0.5301], [0.4647, 2.1758, -0.7592], [-1.2283, 2.1536, -0.2103], [-1.0266, -0.6737, 1.4357], [0.9044, -2.2666, 1.2072], [1.3407, -0.9139, 2.2825], [1.9122, -0.9251, 0.5967]], "atomic_forces_ev_per_a": [[0.00, 0.08, 0.00], [0.08, -0.15, 0.32], [-0.07, 0.19, -0.26], [-0.07, 0.14, -0.19], [0.07, 0.02, 0.04], [0.08, -0.23, 0.22], [0.02, -0.02, 0.02], [0.01, 0.06, -0.11], [-0.12, -0.10, 0.03], [0.08, -0.12, 0.00], [0.10, 0.06, -0.07], [0.00, 0.15, 0.01], [-0.06, -0.03, -0.12], [-0.10, -0.05, 0.09]], "smiles": "[H]/N=C1/CO[C@H](C)O1", "homo_lumo_gap_ev": 11.15, "lumo_energy_ha": 0.0337, "max_force_ha_per_bohr": 0.0070, "e_above_lowest_kj_mol": 109.6, "molar_mass_g_mol": 101.10, "total_energy_ha": -361.83912}